# C4H10N2

A 3-piece molecular cluster, C4H10N2 overall (wB97M-V/def2-TZVPD, the Open Molecules 2025 dataset).

Results
energy above the lowest of the compared OMol25 structures with the same formula, charge and spin	173.2	kcal/mol
HOMO	-0.27024	Eh

```
16
Properties=species:S:1:pos:R:3:mulliken_charge:R:1
C -2.69024 0.20076 -0.66552 -0.30
C 0.66423 0.46327 -1.37983 -0.38
C 1.40532 -0.61246 -0.82437 -0.11
C 0.29100 -0.16483 1.92530 -0.93
N 2.57164 -0.57654 -0.30140 -0.52
N -2.21719 -0.17288 0.39514 -0.30
H -2.18335 0.04757 -1.63400 0.20
H -3.49212 0.96328 -0.66525 0.27
H 1.10447 1.45195 -1.30487 0.26
H -0.30613 0.27475 -1.80329 0.08
H 0.59018 0.65177 1.27504 0.17
H -0.78824 -0.15967 1.95972 0.36
H 0.73796 -1.46301 -0.69776 0.47
H 2.99698 0.33124 -0.51365 0.25
H 0.88706 -0.12132 2.82681 0.29
H 0.42843 -1.11390 1.40794 0.21
```